Here is a 2-piece molecular cluster, C24H53BrN6O10P2 overall from OMol25. Energies are from wB97M-V/def2-TZVPD.

Values from the calculation:
relative energy (zero: lowest compared OMol25 entry of this formula, charge and spin): 0.0 kJ/mol
net charge: 0
multiplicity: 1
highest occupied orbital energy: -8.028 eV
lowest unoccupied orbital energy: -1.25 eV
maximum force: 7.6 eV Å⁻¹
orbital gap: 6.777 eV

Geometry as XYZ:
```
96
Properties=species:S:1:pos:R:3:forces:R:3
C -6.6405 -1.3098 -1.0119 -0.1 0.2 1.1
C -5.4971 -2.1776 -0.2948 -1.1 -0.8 -0.9
O -4.1573 -1.7253 -0.5843 -0.4 0.7 1.6
C -3.5990 -0.9969 0.5515 0.4 -0.5 0.4
C -2.8677 -2.0107 1.5886 -1.9 1.1 -0.1
O -1.4523 -1.7815 1.5325 0.5 -1.2 -1.9
C -0.7176 -2.9833 1.1311 0.0 -1.0 0.7
C -0.8783 -3.8131 2.5286 2.2 -1.0 -1.3
O -1.8589 -4.8923 2.4232 0.6 1.5 -1.2
N -2.4967 -5.0020 3.6489 1.4 -2.2 1.7
O -2.0027 -5.9229 4.2274 -1.6 1.4 -0.3
N -1.2125 -3.6705 -0.1195 -0.2 1.0 -2.7
C -0.1955 -3.8996 -1.1869 0.9 0.6 0.5
O -0.3331 -3.9480 -2.4081 -0.2 0.0 3.8
C 1.1471 -4.0317 -0.2527 -1.6 0.2 -1.1
C 0.9110 -5.5128 0.3014 0.3 -2.0 0.7
C 0.6961 -6.5929 -0.9050 -0.8 0.0 0.3
C -0.8319 -7.1281 -0.9474 0.7 0.6 0.3
Br 1.7814 -8.2467 -0.5023 -0.5 0.9 -0.3
P 2.8400 -4.1495 -1.0711 3.2 -0.6 -1.6
N 3.6586 -5.4878 -0.8355 -1.1 1.6 0.3
O 3.8979 -2.8732 -0.5812 -1.7 -1.0 -1.0
O 2.6593 -3.9675 -2.7695 0.4 1.3 2.6
C 0.8123 -2.7301 0.6262 -0.7 2.1 2.0
C 1.7596 -2.3119 1.8395 0.6 -0.4 0.9
C 2.7439 -3.4264 2.4136 1.3 1.0 0.8
O 2.3787 -3.8638 3.7679 0.1 0.8 -0.8
C 0.5669 -1.3154 -0.1253 0.6 0.2 -1.0
C 1.6407 -0.8447 -1.1936 0.3 1.8 -0.7
C 2.8098 0.1113 -0.6028 -0.9 -0.3 -0.5
O 2.9153 1.3478 -1.3874 1.1 -0.3 1.6
C 3.9087 2.1321 -0.6592 0.2 0.3 0.2
H -6.8681 -0.3668 -0.3989 0.4 -1.2 -0.9
H -6.3813 -0.9865 -2.0663 -0.2 -0.7 1.3
H -7.5986 -1.9330 -0.9887 1.3 0.8 -0.2
H -5.7080 -2.2220 0.8319 0.4 0.0 -1.5
H -5.5861 -3.2421 -0.7206 0.3 1.5 0.7
H -2.8053 -0.2881 0.1478 -1.2 -0.8 0.6
H -4.4303 -0.4551 1.1123 1.1 -0.4 -0.9
H -3.2285 -3.0466 1.3117 0.8 1.0 0.3
H -3.2424 -1.7890 2.6531 0.7 -0.3 -1.4
H 0.1341 -4.3418 2.6655 -1.5 0.8 0.4
H -1.0833 -3.1002 3.3954 0.1 -1.0 -1.3
H -1.8989 -3.1222 -0.6746 -0.3 -0.5 1.1
H -0.0180 -5.6769 0.9318 1.0 0.9 -0.7
H 1.7753 -5.9203 0.9386 -1.2 1.0 -1.1
H 1.0585 -6.2072 -1.9067 -0.4 -0.6 1.2
H -0.9809 -7.8671 -1.8092 0.2 1.1 1.4
H -1.5587 -6.2526 -1.0151 1.0 -1.1 -0.1
H -1.0055 -7.6095 0.0716 0.1 0.4 -1.5
H 4.5485 -5.2556 -0.3821 -0.4 -0.4 -0.1
H 4.7535 -3.1342 -0.9828 -0.5 0.1 0.4
H 3.1760 -3.1600 -3.0162 -0.7 -0.9 0.1
H 2.4103 -1.3880 1.6282 -1.1 -1.5 -0.2
H 1.1023 -1.9754 2.7229 0.8 -0.5 -1.3
H 2.9192 -4.3308 1.7577 -0.6 1.0 0.9
H 3.7823 -2.9430 2.5505 -1.4 -0.7 -0.6
H 2.5262 -3.0771 4.3388 -0.2 -0.9 -0.5
H -0.4395 -1.2696 -0.6755 1.4 -0.2 1.1
H 0.5760 -0.5262 0.7112 -0.4 -1.2 -1.3
H 2.0551 -1.6383 -1.8864 -0.6 0.8 1.1
H 1.0816 -0.1247 -1.9020 0.8 -1.1 1.0
H 3.8364 -0.3683 -0.6416 -1.3 0.3 0.5
H 2.4818 0.4372 0.4418 0.7 -0.6 -1.1
H 4.8975 1.5482 -0.5837 -1.3 0.9 -0.1
H 3.5328 2.3509 0.4023 0.5 -0.3 -1.3
H 4.1102 3.1345 -1.1566 -0.5 -1.4 0.3
C -0.1369 4.6320 -2.0060 0.1 0.5 -0.3
N -0.7748 5.0160 -0.7683 -0.3 -1.7 -0.2
C -2.1492 4.5331 -0.7478 -0.1 0.3 0.5
P -0.4990 6.3618 0.2404 6.0 -4.1 -2.3
O -0.3132 5.4936 1.5001 -3.4 2.4 1.0
N 1.1329 6.9288 0.2823 1.5 0.7 -0.1
C 2.2455 6.0429 -0.0365 -0.1 -0.3 -0.2
C 1.4470 7.6374 1.5287 -0.4 0.2 0.0
N -0.7856 7.4557 -1.1507 -3.2 2.1 1.1
C 0.2380 7.9170 -2.0760 0.9 -0.1 0.3
C -1.5935 8.6113 -0.7320 -0.3 -0.1 -0.2
H -0.5387 5.1768 -2.8704 0.0 0.0 -0.2
H -0.2857 3.5638 -2.1960 -0.2 0.1 0.2
H 0.9422 4.7564 -1.9818 0.0 0.2 0.1
H -2.7824 5.1128 -1.4328 -0.1 -0.1 -0.1
H -2.5763 4.6167 0.2562 0.1 0.0 0.0
H -2.2092 3.4762 -1.0221 0.2 0.1 -0.1
H 2.1497 5.0638 0.4437 0.1 -0.1 0.0
H 3.2042 6.4752 0.2655 -0.2 0.2 0.2
H 2.3384 5.9100 -1.1149 -0.1 -0.1 0.0
H 1.6476 6.9456 2.3530 -0.1 0.0 0.0
H 0.6136 8.2818 1.8269 0.0 -0.1 0.0
H 2.3183 8.2847 1.3956 0.0 -0.1 -0.2
H 0.9207 8.6454 -1.6253 0.0 0.0 0.0
H -0.2371 8.3984 -2.9377 -0.4 -0.1 0.2
H 0.8299 7.1005 -2.4863 0.0 -0.1 0.2
H -1.0101 9.3070 -0.1195 0.0 0.2 0.0
H -2.4529 8.2764 -0.1416 0.0 0.0 0.0
H -1.9938 9.1512 -1.5947 0.1 0.0 0.0
```
Positions in Å, forces in eV/Å.